Entry 1:
The following is a quantum chemistry calculation of a gas-phase ion, C5H13N2 (charge +2) in a non-equilibrium geometry, from the OMol25 dataset.

- highest occupied orbital energy (spin up / spin down) (eV) = -18.2 / -20.2
- spin multiplicity = 2
- DFT total energy (Ha) = -307.10673
- net charge = +2
- frontier orbital gap (spin up / spin down) (eV) = 9.924 / 10.001
- LUMO (spin up / spin down) (eV) = -8.3 / -10.2
- ΔE to the lowest compared entry with this formula, charge and spin (kcal per mole) = 37.36

Geometry (Å):
C: -0.26 2.20 0.15
C: 1.05 1.36 0.20
C: 0.96 -0.01 -0.45
C: 0.40 -1.08 0.30
N: -0.30 -2.09 -0.06
C: -0.64 -3.17 0.92
N: -0.79 2.17 -1.28
H: -0.93 1.85 0.93
H: -0.01 3.22 0.44
H: 1.90 1.91 -0.21
H: 1.28 1.36 1.28
H: 1.74 -0.39 -1.10
H: 0.85 -1.15 1.30
H: -0.42 -2.44 -1.01
H: -0.39 -4.14 0.49
H: -0.10 -3.05 1.86
H: -1.71 -3.25 1.10
H: -0.76 1.23 -1.65
H: -0.18 2.82 -1.79
H: -1.69 2.64 -1.43


Entry 2:
The following is a quantum chemistry calculation of 2 unconnected molecules or ions with the total composition C4H3NO2 in a non-equilibrium geometry, from the OMol25 dataset.

- highest occupied orbital energy (eV) = -8.8
- structure (SMILES) = C=C=C=O.N=C=O
- DFT total energy (Ha) = -359.35630
- frontier orbital gap (eV) = 8.283
- LUMO (eV) = -0.5
- ΔE to the lowest compared entry with this formula, charge and spin (kcal per mole) = 71.57

Geometry (Å):
C: -0.30 1.21 0.74
C: 0.76 -2.18 -0.93
C: 0.22 0.10 1.20
C: -1.20 1.94 0.11
N: 0.84 -0.98 -0.80
O: 0.41 -3.28 -1.08
O: 0.81 -0.72 1.81
H: -1.29 2.99 0.02
H: -2.01 1.46 -0.40
H: 1.77 -0.55 -0.67


Entry 3:
The following is a quantum chemistry calculation of a gas-phase ion, C7H15N2S2 (charge +1), from the OMol25 dataset.

- highest occupied orbital energy (eV) = -13.0
- DFT total energy (Ha) = -1181.36045
- net charge = +1
- frontier orbital gap (eV) = 9.655
- LUMO (eV) = -3.4
- ΔE to the lowest compared entry with this formula, charge and spin (kcal per mole) = 0.00

Geometry (Å):
C: -1.53 -0.55 -0.38
C: -2.83 -0.36 -1.20
C: -3.11 -0.04 1.03
C: 1.34 0.13 1.36
C: 1.67 -1.35 -0.66
C: 2.49 1.02 -0.70
C: 1.45 0.06 -0.15
N: -1.85 -0.32 0.98
N: -3.75 -0.01 -0.13
S: -0.68 2.36 0.09
S: -0.17 0.68 -0.96
H: -1.03 -1.51 -0.54
H: -2.76 0.45 -1.93
H: -3.12 -1.28 -1.70
H: -3.61 0.18 1.97
H: 2.23 -0.32 1.79
H: 1.29 1.15 1.71
H: 0.47 -0.42 1.72
H: 1.02 -2.07 -0.15
H: 2.70 -1.64 -0.46
H: 1.51 -1.42 -1.73
H: 3.45 0.83 -0.23
H: 2.60 0.90 -1.78
H: 2.23 2.06 -0.49
H: -1.11 1.65 1.16
H: -4.73 0.18 -0.28


Entry 4:
The following is a quantum chemistry calculation of a molecular structure, C35H35MoN5O6Si, from the OMol25 dataset.

- highest occupied orbital energy (eV) = -7.0
- DFT total energy (Ha) = -2437.69833
- frontier orbital gap (eV) = 6.028
- LUMO (eV) = -1.0
- ΔE to the lowest compared entry with this formula, charge and spin (kcal per mole) = 3.65

Geometry (Å):
Mo: -0.19 0.03 -0.29
O: -4.53 0.50 -0.76
C: -4.76 -0.31 -1.81
C: -6.09 -0.51 -2.18
C: -6.40 -1.33 -3.24
C: -5.39 -1.99 -3.96
C: -4.08 -1.81 -3.58
C: -3.74 -0.98 -2.51
C: -2.34 -0.83 -2.09
O: -2.04 0.20 -1.39
N: -1.49 -1.81 -2.38
N: -0.29 -1.53 -1.77
C: 0.74 -2.21 -2.07
C: 1.99 -1.77 -1.45
C: 3.21 -2.32 -1.78
C: 4.36 -1.78 -1.22
C: 4.24 -0.70 -0.37
C: 2.98 -0.21 -0.08
N: 1.87 -0.73 -0.60
H: -3.57 0.68 -0.70
H: -6.86 0.01 -1.63
H: -7.43 -1.46 -3.53
H: -5.64 -2.62 -4.80
H: -3.28 -2.31 -4.11
H: 0.69 -3.00 -2.81
H: 3.25 -3.15 -2.47
H: 5.34 -2.18 -1.46
H: 5.11 -0.23 0.08
H: 2.83 0.61 0.60
O: 1.07 0.22 -4.63
C: 2.04 1.15 -4.48
C: 2.90 1.34 -5.57
C: 3.92 2.27 -5.50
C: 4.11 3.03 -4.34
C: 3.27 2.84 -3.27
C: 2.22 1.91 -3.31
C: 1.37 1.72 -2.12
O: 0.46 0.77 -2.18
N: 1.53 2.43 -1.07
N: 0.62 2.01 -0.09
C: 0.50 2.82 0.89
C: -0.45 2.70 1.98
C: -0.40 3.64 3.01
C: -1.34 3.64 4.03
C: -2.37 2.69 3.98
C: -2.44 1.77 2.95
C: -1.47 1.74 1.94
O: -1.58 0.84 0.99
H: 0.57 0.20 -3.79
H: 2.73 0.75 -6.46
H: 4.57 2.41 -6.35
H: 4.91 3.75 -4.29
H: 3.39 3.42 -2.36
H: 1.14 3.70 0.86
H: 0.40 4.37 3.01
H: -1.29 4.36 4.83
H: -3.13 2.69 4.75
H: -3.25 1.05 2.90
C: 3.36 -1.50 4.33
Si: 2.02 -0.20 4.34
C: 2.77 1.49 4.57
C: 0.81 -0.56 5.70
C: 1.17 -0.22 2.73
C: 0.67 -0.17 1.62
H: 3.86 -1.54 5.30
H: 4.11 -1.28 3.57
H: 2.95 -2.48 4.11
H: 3.40 1.53 5.46
H: 1.98 2.24 4.67
H: 3.38 1.75 3.71
H: 1.32 -0.57 6.67
H: 0.34 -1.54 5.55
H: 0.02 0.19 5.73
C: -2.14 -3.82 0.06
C: -2.05 -2.56 0.87
C: -2.98 -2.37 2.03
O: -1.28 -1.66 0.57
H: -2.32 -4.68 0.70
H: -1.23 -3.95 -0.52
H: -2.98 -3.72 -0.63
H: -3.13 -3.29 2.59
H: -3.95 -2.05 1.63
H: -2.60 -1.57 2.68


Entry 5:
The following is a quantum chemistry calculation of Cl2H2Si in the gas phase in a non-equilibrium geometry, from the OMol25 dataset.

- highest occupied orbital energy (eV) = -11.1
- structure (SMILES) = Cl[SiH2]Cl
- DFT total energy (Ha) = -1211.13729
- frontier orbital gap (eV) = 11.625
- LUMO (eV) = 0.6
- ΔE to the lowest compared entry with this formula, charge and spin (kcal per mole) = 13.28

Geometry (Å):
Si: -0.74 0.13 -0.03
Cl: -1.70 1.88 -0.01
Cl: -2.26 -1.42 0.05
H: -0.20 -0.41 1.20
H: 0.22 0.37 -0.98


Entry 6:
The following is a quantum chemistry calculation of a molecular structure, C21H48F2NO21P2PtS2 in a non-equilibrium geometry, from the OMol25 dataset.

- highest occupied orbital energy (spin up / spin down) (eV) = -11.5 / -11.9
- spin multiplicity = 3
- DFT total energy (Ha) = -4261.66486
- net charge = +1
- frontier orbital gap (spin up / spin down) (eV) = 9.108 / 8.575
- LUMO (spin up / spin down) (eV) = -2.4 / -3.4

Geometry (Å):
Pt: 1.56 0.54 0.04
N: 3.31 0.92 -0.95
S: 4.49 0.23 -1.54
O: 5.80 0.48 -0.98
O: 4.34 -0.31 -2.86
F: 4.01 -1.10 -0.71
S: 3.90 2.37 -1.58
O: 3.89 2.51 -3.04
O: 4.94 3.12 -0.88
F: 2.65 3.22 -1.13
C: 4.56 0.44 2.74
O: 4.18 -0.82 2.93
C: 3.01 -1.26 2.48
O: 2.22 -0.66 1.73
O: 2.70 -2.53 2.95
C: 3.69 -3.47 3.43
H: 3.89 1.24 3.04
H: 4.72 0.54 1.67
H: 5.54 0.67 3.16
H: 4.28 -3.81 2.58
H: 3.20 -4.35 3.83
H: 4.29 -2.95 4.18
C: 3.20 4.23 2.17
O: 2.12 3.69 2.96
C: 1.47 2.65 2.50
O: 1.71 2.06 1.47
O: 0.40 2.25 3.31
C: 0.10 2.72 4.60
H: 3.48 5.19 2.60
H: 2.92 4.40 1.13
H: 4.01 3.50 2.23
H: -0.84 2.26 4.91
H: -0.24 3.75 4.54
H: 0.99 2.79 5.22
C: 1.25 -3.66 0.24
O: 0.73 -3.51 -1.07
C: 0.88 -2.35 -1.68
O: 1.27 -1.32 -1.17
O: 0.38 -2.33 -2.97
C: -0.22 -3.45 -3.52
H: 2.34 -3.69 0.23
H: 0.94 -4.63 0.65
H: 0.92 -2.88 0.91
H: -0.74 -3.16 -4.43
H: -0.98 -3.84 -2.84
H: 0.56 -4.08 -3.95
C: -3.05 4.79 -2.70
C: -2.38 3.54 -3.26
O: -1.44 3.11 -2.34
P: -0.90 1.60 -2.32
O: 0.30 1.32 -1.48
O: -2.25 0.72 -2.05
C: -2.44 -0.63 -2.42
C: -3.93 -0.96 -2.70
O: -0.61 1.39 -3.88
C: 0.59 1.56 -4.55
C: 1.61 0.39 -4.36
H: -3.69 4.42 -1.90
H: -2.33 5.48 -2.26
H: -3.67 5.37 -3.38
H: -3.09 2.77 -3.56
H: -1.80 3.77 -4.16
H: -1.82 -0.83 -3.29
H: -1.92 -1.20 -1.65
H: -4.42 -0.28 -3.41
H: -4.07 -1.96 -3.11
H: -4.58 -0.97 -1.83
H: 0.22 1.55 -5.58
H: 1.13 2.49 -4.38
H: 2.65 0.61 -4.60
H: 1.63 0.20 -3.29
H: 1.24 -0.51 -4.85
C: -4.90 1.06 0.49
C: -3.39 1.03 0.72
O: -3.07 -0.34 0.53
P: -1.73 -0.94 1.22
O: -0.46 -0.19 0.90
O: -1.82 -2.53 0.78
C: -2.97 -3.30 1.01
C: -3.45 -3.79 -0.34
O: -2.14 -1.09 2.73
C: -1.10 -1.35 3.69
C: -1.75 -1.67 5.10
H: -5.40 0.38 1.18
H: -5.39 2.03 0.46
H: -5.18 0.63 -0.47
H: -2.98 1.71 -0.02
H: -3.06 1.36 1.71
H: -2.77 -4.10 1.71
H: -3.78 -2.71 1.44
H: -2.76 -4.06 -1.14
H: -4.09 -4.68 -0.28
H: -4.08 -3.01 -0.76
H: -0.42 -2.15 3.42
H: -0.42 -0.49 3.72
H: -2.64 -2.30 5.10
H: -0.90 -2.08 5.64
H: -2.13 -0.78 5.60